16
Properties=species:S:1:pos:R:3:lowdin_charge:R:1 method="wB97M-V/def2-TZVPD" homo_lumo_gap_ev=8.49 lumo_ev=0.02 total_energy_ev=-10335.338 multiplicity=1 de_lowest_kj_mol=712.8
C 0.64 -0.60 1.66 -0.128
C -0.40 -0.62 0.62 -0.291
C -1.23 1.26 -0.66 -0.206
C 0.18 0.78 -1.01 -0.173
C -0.18 -0.77 -0.88 -0.212
H 0.19 -1.15 2.82 0.204
H -1.00 -1.49 0.88 0.121
H -2.35 0.47 0.62 0.056
H -2.08 0.74 -1.29 0.150
H -1.26 2.32 -0.46 0.104
H 0.84 1.02 -0.14 0.122
H 1.77 -0.40 -1.38 0.104
H -1.11 -0.89 -1.36 0.110
N -1.41 0.56 0.57 -0.027
N 0.83 -0.32 -1.77 0.088
O 1.87 -0.32 1.30 -0.023